No. 1
{"formula": "C2H12O3S", "method": "ωB97M-V/def2-TZVPD", "symbols": ["C", "C", "S", "H", "H", "H", "H", "H", "H", "H", "H", "O", "H", "H", "O", "H", "H", "O"], "xyz": [[0.564838, 1.021008, 0.938702], [-0.882200, 1.007144, 1.306332], [-1.312071, 1.394305, 3.024933], [1.151703, 0.566705, 1.806130], [0.628147, 0.720431, -0.076780], [0.856216, 2.112807, 1.049535], [-1.300357, -0.008063, 1.136800], [-1.390857, 1.739935, 0.687916], [-0.599203, 0.218923, 3.391448], [-0.533606, -1.648989, -3.065684], [0.798763, -2.194528, -2.994360], [-0.036509, -2.441651, -2.820553], [1.576651, 3.834956, 1.145143], [2.083720, 4.214615, -0.301486], [1.644423, 4.547524, 0.533611], [-1.104382, -4.482497, -2.511134], [-0.866071, -5.301348, -1.175551], [-1.279213, -5.301279, -2.075006]], "forces_ev_per_a": [[1.3, 2.3, 3.6], [-1.7, 0.0, -0.4], [1.3, -1.9, -0.5], [-0.2, -0.3, -1.9], [0.7, -0.7, -0.6], [-0.1, -1.3, -0.7], [-0.1, 0.4, 0.2], [-0.5, -0.1, 0.0], [-0.8, 1.3, 0.3], [-0.2, -0.4, 0.0], [4.9, 0.9, -1.0], [-4.7, -0.6, 1.0], [0.3, -0.7, 0.5], [-0.7, 0.4, 1.6], [0.5, 0.5, -2.1], [0.5, 1.0, -0.1], [-0.5, 0.3, -1.5], [0.0, -1.3, 1.6]], "orbital_gap_ha": [0.291, 0.124], "multiplicity": 2, "total_charge": 1, "homo_energy_ev": [-13.0, -13.0], "relative_energy_kj_mol": 194.35, "lumo_ha": [-0.1853, -0.3525]}


No. 2
{"formula": "C10H21BCuO2", "method": "ωB97M-V/def2-TZVPD", "symbols": ["Cu", "C", "C", "C", "O", "B", "O", "C", "C", "C", "H", "H", "H", "H", "H", "H", "H", "H", "H", "H", "H", "H", "C", "C", "C", "C", "H", "H", "H", "H", "H", "H", "H", "H", "H"], "xyz": [[0.053914, -0.039511, 0.015045], [-1.179143, -1.543162, 4.508147], [-0.748782, -0.103111, 4.250752], [-1.513692, 0.835773, 5.160753], [-1.069382, 0.206624, 2.886276], [0.058328, -0.044873, 2.066800], [1.157065, -0.264054, 2.931705], [0.787873, 0.082978, 4.276297], [1.525325, -0.821885, 5.242212], [1.210184, 1.528382, 4.508832], [-2.237350, -1.634870, 4.256473], [-1.040061, -1.831733, 5.554024], [-0.620847, -2.230977, 3.871551], [-2.583739, 0.629042, 5.081653], [-1.348790, 1.876860, 4.884303], [-1.214277, 0.695556, 6.205337], [1.370663, -1.871786, 4.998515], [1.195850, -0.644464, 6.272065], [2.596836, -0.614617, 5.186319], [0.673663, 2.200813, 3.837511], [2.276080, 1.610190, 4.288021], [1.039983, 1.844095, 5.542401], [-2.557898, -0.005805, -2.097221], [-1.282080, 0.694348, -2.559929], [-1.269188, 0.770355, -4.090706], [-0.030938, 0.022069, -1.983443], [-3.463572, 0.463985, -2.502311], [-2.620433, -0.015704, -1.006386], [-2.545390, -1.050826, -2.431615], [-1.326434, 1.727188, -2.188252], [-1.235682, -0.244048, -4.506951], [-0.378690, 1.298222, -4.445071], [-2.154637, 1.275288, -4.503098], [0.855569, 0.541256, -2.377932], [0.024736, -0.992750, -2.413940]], "forces_ev_per_a": [[0.0, 0.0, 0.3], [0.0, -0.1, 0.0], [0.0, 0.1, -0.2], [-0.1, 0.1, 0.2], [0.1, -0.1, 0.2], [0.0, 0.1, -0.5], [-0.1, 0.0, 0.2], [0.0, -0.1, -0.2], [0.1, -0.1, 0.1], [0.0, 0.1, 0.0], [0.0, 0.0, 0.0], [0.0, 0.0, 0.0], [0.0, 0.0, 0.0], [0.0, 0.0, 0.0], [0.0, -0.1, 0.0], [0.0, 0.0, 0.0], [0.0, 0.0, 0.0], [0.0, 0.0, 0.0], [0.0, 0.0, 0.0], [0.0, 0.0, 0.0], [0.0, 0.0, 0.0], [0.0, 0.0, 0.0], [0.0, -0.1, 0.0], [0.0, 0.1, 0.0], [0.0, 0.0, -0.1], [-0.1, 0.0, 0.1], [0.1, 0.0, 0.0], [0.0, 0.0, 0.0], [0.0, 0.0, 0.0], [0.0, 0.0, 0.0], [0.0, 0.0, 0.0], [0.0, 0.0, 0.0], [0.0, 0.0, 0.0], [0.0, 0.0, 0.0], [0.0, -0.1, 0.0]], "orbital_gap_ha": 0.231, "multiplicity": 1, "total_charge": -1, "homo_energy_ev": -3.3, "lumo_ha": 0.1116}


no.,calculated total energy (Ha)
1,-706.90676
2,-2209.52665